Record 1
C4H4ClN2O2 | ωB97M-V with the def2-TZVPD basis set

Each line ends with the natural charge from an NBO analysis.
Element x y z (Å)
C 1.872657 -0.027020 -0.335426  -0.043
N 1.126689 1.112852 -0.222376  -0.691
H 1.548279 2.034906 -0.483265  0.404
H -2.670564 -0.934179 -0.629379  0.148
C -2.016317 -0.551635 0.218948  -0.401
O -1.021049 2.007131 -0.047138  -0.754
N -0.627664 -0.348447 0.025083  -0.698
O 1.684021 -2.404663 -0.105092  -0.525
H -2.247137 -1.266714 1.139092  0.148
Cl 3.640631 0.306660 0.150573  -0.144
C -0.350992 0.963650 -0.159360  0.739
C 1.563584 -1.244211 0.026807  0.622
H -2.502142 0.351675 0.421533  0.196

Force components x, y, z for each atom (eV/Å):
2.098 2.529 0.657
-1.584 1.798 -0.539
-0.842 -1.634 0.283
1.181 -0.174 0.391
-1.547 -2.917 1.179
0.156 -0.632 -0.735
0.662 1.659 -1.296
-0.245 -0.624 0.766
0.520 1.173 -1.739
-0.692 -0.219 -0.457
1.912 -0.618 1.696
-0.882 -1.986 -0.934
-0.738 1.644 0.728

Properties
HOMO level = -3.6 eV
Kohn-Sham gap = 0.2578 Ha
Multiplicity = 1
E_tot = -23809.887 eV
Maximum force = 3.51 eV Å⁻¹
Net charge = -1

Record 2
C18H23FN2O2 | ωB97M-V with the def2-TZVPD basis set

Each line ends with the natural charge from an NBO analysis.
Element x y z (Å)
O -3.827114 -0.951289 -1.403216  -0.602
H -0.321389 2.250630 3.071011  0.203
H 1.011518 2.844452 1.187732  0.174
O 1.618902 -1.156025 -1.934705  -0.494
N 0.615005 1.023692 0.217642  -0.484
C -1.630718 -3.670992 -1.058192  -0.180
N -3.985284 -2.380534 0.156986  -0.833
C -1.879169 -2.290753 -1.117722  -0.180
H 2.982626 1.969144 -0.033585  0.204
H 1.739264 1.202011 2.786594  0.209
H 1.701044 -0.761828 0.551617  0.206
C -0.975965 3.121733 0.370032  -0.415
H 3.642639 0.334564 -0.415465  0.210
C 0.136776 2.215475 0.963079  -0.023
C 0.500389 -1.957733 -1.669912  0.201
H -1.494265 0.291153 -2.266913  0.230
H 3.955324 1.809372 2.160854  0.202
H -0.698260 4.210093 0.265226  0.212
H -1.983262 3.776625 2.174831  0.202
H 2.155885 -0.468717 2.758001  0.205
H -1.640280 0.337334 -0.514472  0.234
C -3.254403 -1.861450 -0.885223  0.650
C 1.796464 0.296793 0.754642  -0.042
C -0.781380 -1.411385 -1.381725  0.066
C 0.301362 0.881670 -1.238369  -0.059
H -0.196597 -5.291924 -1.213784  0.235
C -0.383714 -4.196214 -1.317258  -0.287
C 1.311484 0.233046 -2.210466  -0.081
C 3.666602 0.848690 1.715874  -0.409
C -1.813424 2.870718 1.575901  -0.397
H -2.451471 -4.360430 -0.865744  0.224
C -0.973803 0.068686 -1.345171  -0.450
C -0.754322 1.960735 2.131853  -0.422
C 3.112495 0.919921 0.329585  -0.427
H -4.944404 -2.058783 0.294575  0.409
H 2.257359 0.814238 -2.185744  0.208
H 0.924458 0.312095 -3.205339  0.189
C 0.687087 -3.366887 -1.669846  0.385
H -2.769002 2.336355 1.439014  0.207
H 0.083163 1.876235 -1.600450  0.212
H -1.025355 0.893311 2.189838  0.214
H -3.517022 -2.841416 0.905806  0.383
C 2.228197 0.443915 2.178828  -0.396
H -1.430059 2.734346 -0.508779  0.209
H 4.446042 0.099735 1.903472  0.206
F 1.856571 -3.950404 -2.040916  -0.310

Force components x, y, z for each atom (eV/Å):
-0.100 2.097 -2.987
0.106 0.097 0.637
-0.042 -0.060 0.280
-1.257 -0.094 0.212
-0.019 -0.682 0.020
-0.378 0.344 -0.087
0.415 -1.521 0.479
2.068 -1.184 -0.265
0.049 -0.812 0.180
-0.027 0.224 -0.190
0.020 -0.145 -0.534
0.942 1.146 -0.794
0.254 0.152 -0.270
1.902 0.024 -1.901
0.336 0.114 -0.099
-0.348 0.415 -0.324
0.268 -0.288 -0.212
-0.137 -1.251 -0.295
-0.162 -0.350 -0.098
0.009 -0.268 0.123
0.091 -0.099 -0.334
-1.520 0.916 2.523
-1.377 1.256 -1.511
0.068 -1.250 0.325
-0.132 -0.639 1.238
-0.173 1.067 -0.340
1.264 -0.802 -0.043
0.967 0.640 1.466
-0.204 0.180 1.762
-1.842 0.236 1.498
0.148 0.217 0.067
-0.713 0.085 -0.163
0.099 -1.560 1.360
0.730 0.462 -1.960
0.864 0.014 -0.232
-0.357 -0.789 0.004
-0.457 -0.014 -0.657
-0.895 0.278 0.048
0.240 0.530 -0.184
0.152 0.280 -0.405
-0.024 0.402 0.048
-0.008 -0.437 0.360
0.330 0.089 1.920
-0.273 -0.001 -1.011
-0.250 0.201 -0.095
-0.625 0.778 0.441

Properties
HOMO level = -7.7 eV
Kohn-Sham gap = 0.3093 Ha
Multiplicity = 1
E_tot = -28829.193 eV
Maximum force = 3.65 eV Å⁻¹

Record 3
C14H23CsF5NO | ωB97M-V with the def2-TZVPD basis set

Each line ends with the Mulliken spin population.
Element x y z (Å)
C 2.385735 -0.552902 1.634235  0.000
C 0.998376 2.011560 0.389660  0.047
H -0.411908 -0.661529 0.917185  0.000
C 1.069191 -1.793536 -0.131934  0.064
H 1.430605 -0.220985 2.025132  -0.001
C -1.395225 -1.900796 -0.523865  -0.004
H 1.179089 -2.279896 -1.108202  0.003
C -0.152238 0.232950 -1.015485  0.047
H -0.216851 -0.096325 -2.059426  0.002
H 2.684916 -1.419419 2.225121  0.003
C 1.104451 1.106458 -0.842298  -0.040
F -1.890450 1.720621 1.638659  0.000
H 3.650510 -2.610093 0.572549  0.000
H 1.110672 1.430558 -2.995181  0.003
F -5.174842 0.601062 1.161296  0.000
H -1.007615 0.888502 -0.831935  0.001
C -2.765453 -1.221520 -0.539420  0.001
H 0.389535 2.704194 -2.031232  -0.001
H -3.504771 -1.929375 -0.914518  0.000
H 3.121383 0.235812 1.802946  -0.010
H -3.940962 -1.377239 1.286195  0.000
Cs 4.085754 2.417960 -2.125212  0.006
C 3.579900 -1.792388 -0.144371  0.010
H 4.479955 -1.180675 -0.049430  -0.004
C 1.223874 2.002529 -2.073564  0.001
F -3.413842 1.225362 3.099206  0.000
H 0.224542 2.759458 0.214430  0.002
O 2.872472 -0.028177 -1.907414  0.478
H -2.370316 -0.667090 1.524496  0.000
C -0.228824 -0.997065 -0.111057  -0.047
H 0.724308 1.488058 1.296206  -0.006
H 2.153439 2.548857 -2.103403  -0.005
N 2.326382 0.212617 -0.767238  0.474
H 1.938698 2.539127 0.580568  -0.011
H -2.750097 -0.404500 -1.260005  0.001
F -3.717380 2.885587 1.738341  0.000
C 2.335847 -0.982320 0.164574  -0.025
C -3.865906 0.682410 0.849175  0.000
H 1.025444 -2.586581 0.621742  0.005
H -1.420314 -2.775131 0.135058  0.000
C -3.230042 1.659495 1.854423  0.000
F -3.793712 1.310946 -0.354354  0.000
C -3.214713 -0.700734 0.836864  -0.001
H -1.182722 -2.277349 -1.530322  -0.001
H 3.553108 -2.208495 -1.148194  0.006

Force components x, y, z for each atom (eV/Å):
0.068 0.016 -0.016
0.126 0.012 -0.007
0.080 0.037 -0.044
0.093 -0.180 -0.004
-0.080 0.035 0.004
-0.012 -0.026 0.026
0.044 0.056 0.027
0.045 -0.038 0.029
0.083 -0.001 0.037
-0.001 0.051 -0.007
0.075 -0.106 0.195
-0.173 0.061 -0.047
-0.015 0.005 -0.016
0.207 0.028 0.011
-0.266 -0.026 0.079
-0.022 -0.051 -0.078
-0.028 0.089 -0.071
0.099 0.073 -0.044
0.013 0.010 -0.002
0.008 -0.034 -0.029
0.014 0.013 0.007
4.443 0.252 -0.191
0.145 -0.140 -0.080
-0.018 -0.034 0.036
-1.175 -0.173 -0.093
-0.010 0.022 0.048
0.027 -0.034 -0.025
-0.037 0.178 0.075
0.010 -0.032 0.004
-0.108 0.188 0.273
0.002 -0.090 0.051
-3.276 0.156 0.107
-0.567 -0.509 -0.249
-0.021 -0.025 -0.003
-0.014 -0.040 0.011
-0.026 -0.051 0.029
-0.143 0.419 0.128
0.056 0.021 -0.170
-0.062 -0.044 -0.114
0.028 0.037 -0.002
0.278 -0.093 0.125
0.107 0.039 -0.163
0.042 -0.036 0.092
-0.060 -0.038 0.028
0.023 0.002 0.032

Properties
HOMO level (alpha / beta) = -12.0 / -13.3 eV
Kohn-Sham gap (alpha / beta) = 0.3255 / 0.3589 Ha
Multiplicity = 2
E_tot = -32557.520 eV
Maximum force = 4.45 eV Å⁻¹
Net charge = +1

Record 4
C2H5NO2 | ωB97M-V with the def2-TZVPD basis set

Each line ends with the Mulliken spin population.
Element x y z (Å)
H 1.169264 1.800857 0.168113  0.000
H 0.947609 0.286473 1.254440  0.031
H -1.430825 -0.549822 -1.311635  0.003
O 0.220505 0.133041 -0.473238  0.884
N -2.491471 0.851383 0.168355  -0.040
C -2.091381 -0.194458 -0.604035  0.919
O -2.569456 -0.496445 0.616997  0.084
H -1.690681 1.355566 0.633097  0.040
H -0.382557 1.363154 0.976615  0.092
C 0.580988 0.936443 0.563301  -0.013

Force components x, y, z for each atom (eV/Å):
0.072 -0.593 0.948
1.639 -1.243 2.640
1.111 -0.671 -0.606
1.026 -0.041 -0.443
0.060 3.690 -0.208
-3.023 -0.263 -0.734
0.468 -2.199 1.330
-1.452 -0.936 -0.356
1.528 -0.342 0.110
-1.429 2.598 -2.680

Properties
HOMO level (alpha / beta) = -7.1 / -9.8 eV
Kohn-Sham gap (alpha / beta) = 0.2908 / 0.2801 Ha
Multiplicity = 3
E_tot = -7731.225 eV
Maximum force = 4.00 eV Å⁻¹